[1]
Below is a molecular structure, C41H37FeN5O3P at a distorted geometry, with properties calculated with the ωB97M-V functional and the def2-TZVPD basis.

## Properties
calculated total energy = -100380.3295 eV
HOMO level (alpha / beta) = -9.938 / -9.970 eV
charge = +1
spin multiplicity = 5
frontier orbital gap (alpha / beta) = 6.82 / 6.73 eV
molar mass = 734.6 g/mol
relative energy (zero: lowest compared OMol25 entry of this formula, charge and spin) = 1.439 eV
max |F| = 0.0212 Eh/bohr
lowest unoccupied orbital energy (alpha / beta) = -3.1 / -3.2 eV

Each line ends with the Löwdin spin population.
CARTESIAN COORDINATES (ANGSTROEM)
Fe (0.1646, -0.1762, 0.0806)  3.718
C (1.0324, 2.8287, 1.4856)  0.002
O (0.2153, 2.0359, 0.6234)  0.032
C (-0.8793, 2.6651, 0.0520)  0.000
C (-0.9393, 4.0266, -0.1769)  0.001
C (-2.0568, 4.5759, -0.7898)  -0.001
C (-3.1176, 3.7652, -1.1646)  0.001
C (-3.0633, 2.4050, -0.9234)  0.000
C (-1.9460, 1.8337, -0.3129)  0.006
N (-1.8398, 0.4707, 0.0047)  0.043
N (-2.8032, -0.2612, -0.3870)  0.011
C (-2.9086, -1.5690, -0.1145)  0.010
C (-1.9141, -2.3029, 0.6125)  0.012
O (-0.8483, -1.7432, 1.0387)  0.075
C (-2.1251, -3.6986, 0.8334)  0.003
C (-3.2227, -4.3293, 0.3503)  0.004
C (-4.2173, -3.6402, -0.4089)  0.002
C (-5.3299, -4.3173, -0.9392)  0.000
C (-6.2646, -3.6544, -1.6933)  0.002
C (-6.1277, -2.2783, -1.9118)  0.000
C (-5.0615, -1.5892, -1.3832)  0.002
C (-4.0731, -2.2552, -0.6384)  0.001
H (0.4099, 3.4286, 2.1495)  0.000
H (1.6973, 3.4770, 0.9135)  0.000
H (1.6173, 2.1317, 2.0769)  0.000
H (-0.1184, 4.6739, 0.1018)  0.000
H (-2.0959, 5.6405, -0.9748)  0.000
H (-3.9898, 4.1932, -1.6397)  0.000
H (-3.8795, 1.7517, -1.1915)  0.000
H (-1.3744, -4.2266, 1.4099)  0.000
H (-3.3656, -5.3880, 0.5334)  0.000
H (-5.4332, -5.3774, -0.7402)  0.000
H (-7.1002, -4.1914, -2.1211)  0.000
H (-6.8664, -1.7519, -2.5021)  0.000
H (-4.9672, -0.5233, -1.5311)  0.000
O (2.1900, -1.7511, -1.5471)  0.011
N (1.0419, -2.4936, -1.8569)  0.004
C (0.8184, -3.4586, -1.0694)  0.003
C (1.6146, -3.9761, 0.0408)  0.000
C (1.8206, -5.3579, -0.0295)  0.000
C (2.6396, -6.0089, 0.8675)  0.000
C (3.2393, -5.2821, 1.8799)  0.000
C (3.0053, -3.9228, 1.9839)  0.000
C (2.2024, -3.2279, 1.0773)  0.001
P (1.9179, -1.4191, 1.4455)  0.012
C (3.6120, -0.7405, 1.2852)  0.003
C (3.8717, 0.4822, 1.9056)  0.002
C (5.1208, 1.0721, 1.8131)  0.000
C (6.1283, 0.4436, 1.0932)  0.002
C (5.8804, -0.7716, 0.4757)  0.000
C (4.6241, -1.3578, 0.5579)  0.002
C (1.7519, -1.5486, 3.2739)  0.002
C (2.8599, -1.6032, 4.1234)  0.001
C (2.6933, -1.8281, 5.4801)  0.000
C (1.4208, -1.9755, 6.0135)  0.000
C (0.3145, -1.8820, 5.1847)  0.000
C (0.4764, -1.6751, 3.8221)  0.000
H (2.4052, -1.3231, -2.3861)  0.000
H (-0.0448, -4.0437, -1.3766)  0.000
H (1.3543, -5.9127, -0.8351)  0.000
H (2.7971, -7.0756, 0.7823)  0.000
H (3.8712, -5.7741, 2.6072)  0.000
H (3.4519, -3.3912, 2.8088)  0.000
H (3.0997, 0.9569, 2.5001)  0.000
H (5.3121, 2.0122, 2.3138)  0.000
H (7.1038, 0.9053, 1.0157)  0.000
H (6.6716, -1.2724, -0.0671)  0.000
H (4.4322, -2.3019, 0.0650)  0.000
H (3.8579, -1.4587, 3.7320)  0.000
H (3.5637, -1.8959, 6.1197)  0.000
H (1.2952, -2.1445, 7.0749)  0.000
H (-0.6814, -1.9785, 5.5973)  0.000
H (-0.3903, -1.6134, 3.1794)  0.000
C (-2.0394, -0.6512, -5.1714)  0.000
C (-1.1762, 0.0731, -4.1982)  0.002
C (-0.2657, 1.0955, -4.3596)  0.001
C (0.2988, 1.3040, -3.0884)  0.003
N (-0.2241, 0.4570, -2.2115)  0.023
N (-1.1208, -0.2704, -2.8987)  0.001
C (1.3274, 2.3065, -2.6826)  0.001
H (-1.9735, -0.1828, -6.1495)  0.000
H (-3.0811, -0.6548, -4.8484)  0.000
H (-1.7084, -1.6871, -5.2611)  0.000
H (-0.0406, 1.6284, -5.2676)  0.000
H (-1.6643, -0.9766, -2.4313)  0.000
H (2.1103, 2.3816, -3.4358)  0.000
H (1.7690, 2.0318, -1.7233)  0.001
H (0.8671, 3.2909, -2.5815)  0.000



[2]
Below is a molecular structure, C41H37N5OPdS2SeTe at a distorted geometry, with properties calculated with the ωB97M-V functional and the def2-TZVPD basis.

## Properties
calculated total energy = -150407.9741 eV
HOMO level (alpha / beta) = -4.397 / -4.367 eV
charge = -1
spin multiplicity = 2
frontier orbital gap (alpha / beta) = 6.45 / 5.20 eV
molar mass = 992.9 g/mol
max |F| = 0.0418 Eh/bohr
lowest unoccupied orbital energy (alpha / beta) = 2.1 / 0.8 eV

Each line ends with the Löwdin spin population.
CARTESIAN COORDINATES (ANGSTROEM)
Pd (1.3976, 0.2194, 0.3229)  0.020
S (0.8927, -0.5893, 2.6199)  0.023
C (2.3437, -1.4142, 3.0386)  0.002
C (2.4962, -1.8645, 4.3518)  0.001
C (3.6476, -2.5098, 4.7751)  0.000
C (3.7631, -2.9604, 6.1009)  0.000
N (3.8532, -3.3341, 7.1847)  0.000
C (4.7129, -2.7110, 3.8586)  0.000
C (4.5646, -2.2780, 2.5474)  0.000
C (3.3995, -1.6511, 2.1162)  0.000
S (3.2953, -1.1920, 0.4609)  0.013
C (5.9025, -3.3434, 4.2553)  0.000
N (6.8874, -3.8600, 4.5484)  0.000
H (1.6885, -1.7048, 5.0511)  0.000
H (5.3645, -2.4261, 1.8349)  0.000
C (4.7248, -0.4747, -2.9816)  0.000
N (4.6748, 0.5820, -2.0125)  0.001
C (3.5249, 1.1170, -1.5291)  0.001
Se (1.8321, 0.9002, -2.1781)  0.017
N (3.8213, 1.9364, -0.4898)  0.000
C (5.1690, 1.8784, -0.2494)  0.000
C (5.9722, 2.4848, 0.7010)  0.000
C (7.3281, 2.1936, 0.6637)  0.000
C (7.8632, 1.3381, -0.2905)  0.000
C (7.0705, 0.7380, -1.2571)  0.000
C (5.7145, 1.0147, -1.2211)  0.000
H (3.7603, -0.5050, -3.4914)  0.000
H (4.8959, -1.4319, -2.4823)  0.000
H (5.5183, -0.2881, -3.7056)  0.000
H (3.0870, 2.3355, 0.1113)  0.000
H (5.5556, 3.1413, 1.4470)  0.000
H (7.9856, 2.6370, 1.3972)  0.000
H (8.9224, 1.1251, -0.2801)  0.000
H (7.4911, 0.0771, -1.9989)  0.000
C (-6.6733, -1.2905, -5.1869)  0.000
C (-5.5443, -0.8920, -4.2797)  -0.002
C (-4.4957, -1.7580, -4.0191)  0.006
C (-3.4464, -1.3931, -3.1879)  0.020
C (-2.3289, -2.3625, -2.9619)  0.012
C (-3.4231, -0.1350, -2.5847)  0.112
Te (-1.5753, 0.5068, -1.3974)  0.362
N (-0.4210, 1.3197, 0.2304)  0.242
C (0.0717, 2.4526, 0.5873)  0.018
O (1.2995, 2.5515, 0.9122)  0.040
C (-0.8656, 3.6093, 0.7280)  0.002
C (-1.0544, 4.1668, 1.9864)  0.000
C (-2.0304, 5.1268, 2.1791)  0.000
C (-2.8169, 5.5392, 1.1165)  -0.001
C (-2.6120, 5.0091, -0.1469)  0.000
C (-1.6452, 4.0379, -0.3400)  0.004
C (-1.9883, -0.9258, 0.1367)  0.011
C (-1.1389, -2.0026, 0.3738)  0.001
C (0.0311, -2.3638, -0.4967)  0.003
C (-1.4006, -2.8458, 1.4531)  0.000
C (-2.4738, -2.6369, 2.2964)  0.001
C (-2.7733, -3.5713, 3.4304)  0.000
C (-3.2853, -1.5349, 2.0648)  0.002
C (-3.0496, -0.6707, 1.0097)  0.004
C (-3.9263, 0.5301, 0.8297)  0.009
C (-4.4676, 0.7456, -2.8574)  0.004
C (-4.4999, 2.1351, -2.2906)  0.019
C (-5.5131, 0.3611, -3.6896)  0.003
H (-6.4925, -2.2749, -5.6126)  0.000
H (-6.7861, -0.5759, -6.0020)  0.000
H (-7.6149, -1.3193, -4.6385)  0.000
H (-4.4862, -2.7372, -4.4828)  0.002
H (-2.3389, -3.1461, -3.7163)  0.001
H (-2.4299, -2.8206, -1.9792)  0.000
H (-1.3715, -1.8417, -3.0026)  0.008
H (-0.4330, 3.8281, 2.8029)  0.000
H (-2.1816, 5.5537, 3.1603)  0.000
H (-3.5815, 6.2857, 1.2734)  0.000
H (-3.2121, 5.3544, -0.9780)  0.000
H (-1.4741, 3.6134, -1.3248)  0.006
H (0.3164, -1.5457, -1.1720)  0.005
H (-0.2100, -3.2394, -1.1028)  0.000
H (0.8931, -2.6267, 0.1259)  0.000
H (-0.7297, -3.6742, 1.6394)  0.000
H (-2.0299, -4.3621, 3.4854)  0.000
H (-3.7550, -4.0265, 3.2942)  0.000
H (-2.7802, -3.0350, 4.3782)  0.000
H (-4.1129, -1.3418, 2.7349)  0.000
H (-4.6072, 0.6507, 1.6697)  0.001
H (-4.5159, 0.4362, -0.0811)  0.001
H (-3.3058, 1.4252, 0.7521)  0.004
H (-3.6263, 2.3029, -1.6614)  0.018
H (-5.3988, 2.2906, -1.6961)  0.001
H (-4.4984, 2.8717, -3.0926)  0.000
H (-6.3112, 1.0651, -3.8885)  0.000



> Which formula does entry 2 have?

C41H37N5OPdS2SeTe